Record 1
A 2-piece molecular cluster, C11H20S overall, computed with ωB97M-V with the def2-TZVPD basis set.

```
32
C11H20S, DFT ωB97M-V with the def2-TZVPD basis set
C 0.90 -1.82 0.71
C 0.34 -2.96 0.04
C 2.44 -1.90 0.97
C 1.70 1.40 -0.81
C 1.10 0.38 -1.77
C 2.01 0.57 0.42
C 2.11 -0.81 -1.58
C 2.02 -0.88 -0.09
C -3.62 2.41 0.83
C -2.41 1.41 0.92
C -2.70 0.07 0.19
S -2.33 0.31 -1.57
H -0.75 -3.22 -0.16
H 1.00 -3.52 -0.53
H 2.75 -1.71 1.97
H 2.97 -2.77 0.62
H 2.58 1.74 -1.20
H 0.93 2.23 -0.56
H 0.00 0.16 -1.37
H 1.01 0.81 -2.84
H 3.03 0.92 0.88
H 1.23 0.82 1.27
H 1.94 -1.78 -2.14
H 3.16 -0.51 -1.82
H -3.40 3.26 0.11
H -4.58 1.79 0.65
H -3.77 2.82 1.83
H -2.55 1.16 1.93
H -1.42 1.88 0.68
H -2.12 -0.78 0.61
H -3.76 -0.09 0.26
H 0.18 -1.41 1.52
```

## Properties
calculated total energy = -829.0971 Ha
net charge = 0
HOMO (spin up / spin down) = -0.3338 / -0.2585 Eh
maximum force = 4.2 eV/A

Löwdin population analysis, charges in e, atoms 1 to 6: -0.275 0.015 -0.064 -0.234 -0.197 -0.169

=====

Record 2
C11H21Br8Cl3O2Sr2 as an isolated structure, computed with ωB97M-V with the def2-TZVPD basis set.

```
47
C11H21Br8Cl3O2Sr2, DFT ωB97M-V with the def2-TZVPD basis set
Sr 2.40 -6.29 -7.46
Sr 5.27 -2.56 -2.49
O 1.42 -1.25 -0.89
C 0.16 -1.68 -1.17
C -0.12 -2.55 -2.52
O 0.87 -2.83 -3.54
H -0.49 -0.81 -1.18
H -0.20 -2.18 -0.27
H -0.93 -2.01 -3.01
H -0.69 -3.45 -2.29
Br -5.41 -2.94 4.35
C -6.30 -1.16 4.02
C -5.97 -0.61 2.66
Br -6.32 1.33 2.38
H -6.11 -0.51 4.87
H -7.36 -1.36 4.15
H -6.59 -1.14 1.94
H -4.89 -0.64 2.49
Br 4.97 5.92 -2.37
C 3.47 4.87 -1.78
C 2.88 4.15 -2.95
Br 4.27 3.01 -3.87
H 2.80 5.45 -1.14
H 3.82 4.11 -1.08
H 2.59 4.88 -3.70
H 2.03 3.49 -2.77
Br 2.55 0.63 6.60
C 3.98 0.31 5.22
C 5.30 -0.08 5.95
Br 6.53 -0.94 4.72
H 4.00 1.10 4.47
H 3.65 -0.54 4.61
H 5.18 -0.84 6.71
H 5.89 0.70 6.43
Br -5.57 3.26 -7.19
C -4.09 2.75 -5.91
C -3.74 3.92 -5.08
Br -2.99 5.50 -6.02
H -3.30 2.29 -6.50
H -4.51 1.98 -5.25
H -3.04 3.60 -4.31
H -4.61 4.21 -4.50
C 1.81 -6.12 3.58
Cl 0.61 -6.99 2.56
Cl 3.36 -5.77 2.72
Cl 2.12 -7.04 5.02
H 1.32 -5.18 3.81
```

## Properties
calculated total energy = -22615.3247 Ha
net charge = +2
HOMO = -0.4064 Eh
maximum force = 5.1 eV/A

Löwdin population analysis, charges in e, atoms 1 to 6: 1.049 1.370 -0.128 -0.295 -0.239 -0.231

=====

Record 3
C11H21CaF11GeN3O7S2SeTe as an isolated structure, computed with ωB97M-V with the def2-TZVPD basis set.

```
59
C11H21CaF11GeN3O7S2SeTe, DFT ωB97M-V with the def2-TZVPD basis set
Ca -0.29 -0.43 -0.22
C -5.58 -2.11 -0.11
C -4.17 -1.94 0.38
N -3.85 -1.14 1.32
O -4.97 -0.43 1.78
C -3.08 -2.70 -0.28
C -3.26 -4.10 -0.76
N -1.98 -2.07 -0.42
O -0.98 -2.68 -1.09
H -6.06 -1.13 -0.18
H -6.16 -2.71 0.59
H -5.59 -2.59 -1.09
H -4.58 0.17 2.42
H -4.20 -4.53 -0.39
H -2.42 -4.70 -0.41
H -3.25 -4.14 -1.85
F -4.24 1.76 -0.55
C -3.39 2.78 -0.62
F -3.72 3.57 -1.63
F -3.47 3.48 0.52
S -1.65 2.18 -0.82
O -1.33 1.64 0.48
O -0.88 3.29 -1.28
N -1.86 1.01 -1.85
S -0.80 0.83 -3.02
O 0.44 0.36 -2.43
O -0.76 1.87 -3.99
C -1.54 -0.67 -3.88
F -0.59 -1.58 -4.06
F -2.00 -0.28 -5.08
F -2.55 -1.20 -3.20
F 0.33 -5.19 -0.23
Te 1.08 -3.50 -0.08
F 1.03 -3.53 -1.98
F 2.78 -4.19 -0.53
F -0.34 -3.19 1.21
F 1.80 -4.03 1.60
O 1.53 -1.75 0.02
C 2.13 -2.23 6.74
Ge 1.96 -2.54 4.80
C 3.54 -3.54 4.23
C 0.29 -3.51 4.48
C 2.03 -0.73 3.98
Se 0.51 -0.02 2.98
C -0.92 -0.19 4.29
H 2.16 -3.17 7.29
H 1.28 -1.65 7.12
H 3.04 -1.67 6.97
H 3.41 -4.61 4.45
H 4.42 -3.19 4.79
H 3.72 -3.44 3.16
H 0.47 -4.57 4.62
H -0.07 -3.36 3.46
H -0.48 -3.20 5.19
H 2.85 -0.71 3.25
H 2.27 -0.01 4.76
H -0.71 -1.01 4.96
H -1.83 -0.42 3.73
H -1.05 0.73 4.85
```

## Properties
calculated total energy = -8441.6916 Ha
net charge = -1
HOMO = -0.2206 Eh
maximum force = 1.6 eV/A

Löwdin population analysis, charges in e, atoms 1 to 6: 1.319 -0.023 -0.294 0.059 -0.072 -0.306

=====

Record 4
A 6-piece molecular cluster, C11H21Cl13 overall, computed with ωB97M-V with the def2-TZVPD basis set.

```
45
C11H21Cl13, DFT ωB97M-V with the def2-TZVPD basis set
Cl 1.62 5.94 0.92
C 1.69 4.22 1.49
C 1.21 3.22 0.43
Cl 2.20 3.28 -1.01
H 0.90 4.08 2.23
H 2.66 3.99 1.92
H 0.24 3.55 0.07
H 1.16 2.23 0.88
Cl -6.25 0.70 -3.37
C -5.45 2.21 -2.71
C -4.34 1.82 -1.69
Cl -2.99 0.88 -2.39
H -6.20 2.79 -2.18
H -5.05 2.81 -3.53
H -4.77 1.22 -0.89
H -3.93 2.66 -1.14
Cl 5.24 -5.26 -2.20
C 4.81 -3.56 -1.85
C 3.70 -3.50 -0.81
Cl 4.37 -3.90 0.78
H 4.53 -3.09 -2.79
H 5.71 -3.04 -1.52
H 2.94 -4.23 -1.08
H 3.24 -2.52 -0.79
Cl 1.07 2.25 4.43
C 1.75 0.61 4.67
C 2.70 0.09 3.59
Cl 1.75 -0.30 2.15
H 0.95 -0.08 4.95
H 2.40 0.75 5.53
H 3.21 -0.82 3.91
H 3.47 0.80 3.27
Cl -0.35 -3.01 -1.47
C -0.84 -1.36 -1.74
C 0.17 -0.35 -1.19
Cl 1.80 -0.67 -1.98
H -1.84 -1.16 -1.36
H -0.95 -1.15 -2.80
H 0.25 -0.45 -0.11
H -0.05 0.71 -1.39
C -4.48 -2.55 0.13
Cl -5.74 -3.28 1.19
Cl -3.40 -1.53 1.02
Cl -5.21 -1.61 -1.26
H -3.91 -3.38 -0.28
```

## Properties
calculated total energy = -6414.2185 Ha
net charge = 0
HOMO = -0.3846 Eh
maximum force = 1.9 eV/A
SMILES string = ClC(Cl)Cl.ClCCCl.ClCCCl.ClCCCl.ClCCCl.ClCCCl

Löwdin population analysis, charges in e, atoms 1 to 6: 0.511 -0.656 -0.695 0.553 0.028 0.071

=====

Record 5
A 7-piece molecular cluster, C11H21F2N5O16 overall, computed with ωB97M-V with the def2-TZVPD basis set.

```
55
C11H21F2N5O16, DFT ωB97M-V with the def2-TZVPD basis set
C 1.38 -1.71 -3.64
N 2.41 -0.76 -4.18
O 3.49 -0.59 -3.56
O 2.07 -0.18 -5.28
H 1.84 -2.29 -2.84
H 1.07 -2.28 -4.52
H 0.61 -1.01 -3.33
C -0.95 0.41 0.93
N -0.58 0.68 -0.51
O -0.63 1.79 -0.92
O -0.30 -0.19 -1.21
H -0.90 -0.67 1.05
H -1.92 0.91 1.00
H -0.34 1.13 1.48
C -2.06 0.76 -3.88
N -3.14 1.51 -3.32
O -3.50 2.56 -3.75
O -3.84 0.96 -2.45
H -2.28 -0.30 -3.73
H -1.14 1.01 -3.36
H -2.04 0.84 -4.96
C -3.87 2.20 4.81
N -4.59 1.35 3.94
O -5.76 1.15 4.30
O -3.99 0.85 2.92
H -4.25 3.21 4.64
H -2.81 2.19 4.54
H -3.91 1.84 5.83
C 0.63 -0.34 5.58
N 0.22 -0.46 4.13
O 1.12 -0.83 3.30
O -0.90 -0.04 3.80
H 1.46 0.36 5.64
H 0.74 -1.35 5.99
H -0.15 0.15 6.16
C 1.77 3.35 -2.42
C 3.14 3.06 -2.98
O 3.69 2.49 -1.82
C 3.11 2.98 -0.67
O 3.50 2.85 0.49
O 1.94 3.58 -1.03
F 3.70 4.33 -3.23
H 1.14 2.46 -2.47
H 1.27 4.26 -2.76
H 3.34 2.40 -3.83
C 1.92 -4.15 0.80
C 0.55 -3.60 0.60
O -0.26 -4.76 0.63
C 0.47 -5.81 0.31
O 0.11 -7.00 0.36
O 1.77 -5.44 0.24
F 0.42 -2.91 -0.47
H 2.15 -4.15 1.86
H 2.81 -3.80 0.29
H 0.27 -3.00 1.47
```

## Properties
calculated total energy = -2108.6046 Ha
net charge = -1
2S+1 = 2
HOMO (spin up / spin down) = -0.0590 / -0.1820 Eh
maximum force = 6.6 eV/A

Löwdin population analysis, charges in e, atoms 1 to 6: 0.053 -0.379 0.053 -0.009 0.096 0.101

=====

Record 6
C11H21F5IO2P2Re as an isolated structure, computed with ωB97M-V with the def2-TZVPD basis set.

```
43
C11H21F5IO2P2Re, DFT ωB97M-V with the def2-TZVPD basis set
C -0.06 0.28 -4.36
C -0.05 1.19 -3.28
H -0.06 0.78 -5.35
H -0.97 -0.35 -4.26
H 0.84 -0.36 -4.27
O -0.03 2.10 -2.56
I -0.08 -2.93 -0.44
Re -0.04 -0.41 0.30
P 2.22 -0.19 0.05
C 3.00 1.20 0.96
C 3.14 -1.64 0.65
H 4.22 -1.47 0.50
H 3.95 0.40 -1.53
H 2.81 -2.54 0.13
H 2.74 -0.71 -2.26
H 2.72 1.15 2.02
H 2.95 -1.76 1.73
C 2.88 0.16 -1.61
H 4.09 1.10 0.87
H 2.35 1.02 -2.04
H 2.67 2.16 0.55
P -2.34 -0.14 0.10
C -3.06 1.22 1.09
C -2.99 0.28 -1.56
H -2.71 -2.51 0.47
H -4.23 -1.65 0.08
H -3.50 -1.51 1.71
C -3.29 -1.60 0.64
H -2.90 -0.58 -2.23
H -4.05 0.56 -1.44
H -4.14 1.25 0.91
H -2.60 2.18 0.81
H -2.44 1.13 -1.97
H -2.87 1.03 2.16
C -0.05 1.54 0.39
O -0.06 2.71 0.44
F 0.16 -2.20 2.60
C -0.19 -0.85 2.40
F -1.53 -0.74 2.87
C 0.67 -0.02 3.42
F 0.24 -0.22 4.69
F 1.99 -0.39 3.41
F 0.60 1.32 3.19
```

## Properties
calculated total energy = -2139.0769 Ha
net charge = +3
2S+1 = 4
HOMO (spin up / spin down) = -0.7170 / -0.7416 Eh
maximum force = 7.0 eV/A

Löwdin population analysis, charges in e, atoms 1 to 6: 0.100 0.008 0.184 0.152 0.152 0.337

=====

Record 7
C11H21F6InN4O7S2 as an isolated structure, computed with ωB97M-V with the def2-TZVPD basis set.

```
52
C11H21F6InN4O7S2, DFT ωB97M-V with the def2-TZVPD basis set
In 0.99 1.48 -0.67
C -1.62 -2.23 0.13
F -2.38 -2.87 0.99
F -0.39 -2.72 0.20
F -2.13 -2.31 -1.07
S -1.49 -0.42 0.76
O -2.49 -0.21 1.75
O -0.12 -0.22 1.19
N -1.57 0.56 -0.61
S -3.10 0.93 -0.97
O -4.00 -0.19 -0.86
O -3.45 2.11 -0.22
C -3.05 1.39 -2.80
F -1.78 1.65 -3.13
F -3.49 0.37 -3.51
F -3.80 2.44 -3.00
C 0.23 5.23 1.79
C -0.77 4.12 1.70
O -0.58 3.14 0.95
N -1.83 4.19 2.48
C -2.88 3.19 2.64
H 1.25 4.84 1.87
H 0.05 5.87 2.65
H 0.14 5.86 0.90
H -1.90 5.00 3.08
H -3.74 3.47 2.03
H -3.23 3.24 3.67
H -2.50 2.21 2.39
C 1.59 -3.25 -1.93
C 0.78 -2.14 -2.52
O 0.93 -0.96 -2.14
N -0.17 -2.50 -3.38
C -1.02 -1.57 -4.09
H 2.23 -2.95 -1.10
H 2.19 -3.72 -2.71
H 1.00 -4.08 -1.53
H -0.23 -3.45 -3.70
H -2.06 -1.62 -3.74
H -1.02 -1.73 -5.16
H -0.76 -0.53 -3.90
C 2.81 -1.27 2.79
C 3.12 -1.17 1.32
O 2.36 -0.52 0.58
N 4.09 -1.93 0.79
C 5.10 -2.62 1.57
H 1.76 -1.05 2.93
H 3.43 -0.57 3.37
H 3.05 -2.27 3.14
H 4.26 -1.76 -0.19
H 5.61 -1.97 2.29
H 5.90 -3.02 0.94
H 4.66 -3.49 2.06
```

## Properties
calculated total energy = -2762.4232 Ha
net charge = +2
HOMO = -0.5751 Eh
maximum force = 3.0 eV/A

Löwdin population analysis, charges in e, atoms 1 to 6: 1.431 -0.642 0.207 0.174 0.182 0.666

=====

Record 8
C11H21N2O6PtS2 as an isolated structure, computed with ωB97M-V with the def2-TZVPD basis set.

```
43
C11H21N2O6PtS2, DFT ωB97M-V with the def2-TZVPD basis set
Pt -0.14 0.54 -0.05
O -2.87 0.09 -3.55
C -2.14 -0.08 -2.47
O -1.02 0.35 -2.35
C -2.88 -0.94 -1.45
O -2.31 -0.90 -0.16
C -3.04 -0.15 0.79
C -2.90 1.42 0.66
O -3.77 2.09 1.16
O -1.87 1.82 0.03
H -2.40 0.59 -4.24
H -2.80 -1.98 -1.82
H -3.93 -0.65 -1.45
H -2.63 -0.42 1.77
H -4.10 -0.40 0.76
C -0.50 -4.38 1.89
C 0.38 -3.75 0.84
S 0.70 -2.00 1.29
O 0.97 -1.35 -0.06
C 2.40 -2.15 2.00
C 3.42 -2.41 0.91
H -0.69 -5.43 1.65
H -1.46 -3.87 1.95
H -0.03 -4.35 2.87
H -0.12 -3.69 -0.12
H 1.32 -4.28 0.73
H 2.36 -2.93 2.75
H 2.58 -1.19 2.48
H 3.42 -3.45 0.59
H 4.42 -2.18 1.26
H 3.20 -1.78 0.05
S 1.30 1.83 1.37
C 1.31 3.04 0.16
N 0.51 4.10 0.13
C 0.78 4.95 -1.02
C 2.03 4.30 -1.64
N 2.22 3.12 -0.81
H -0.34 4.17 0.67
H 0.96 5.97 -0.69
H -0.07 4.94 -1.70
H 2.91 4.95 -1.58
H 1.88 4.01 -2.68
H 2.95 2.45 -0.95
```

## Properties
calculated total energy = -1908.1224 Ha
net charge = +1
2S+1 = 3
HOMO (spin up / spin down) = -0.4053 / -0.4314 Eh
maximum force = 2.5 eV/A

Löwdin population analysis, charges in e, atoms 1 to 6: 1.003 0.166 -0.487 0.036 -0.085 -0.207

=====

Among the records above, which one has the highest net charge?
C11H21F5IO2P2Re

=====

Which of these has the lowest maximum force?
C11H21CaF11GeN3O7S2SeTe

=====

Which formula does entry 3 have?
C11H21CaF11GeN3O7S2SeTe